1.
Formula: C15H11BCo2O6
Source: the OMol25 dataset
Level of theory: ωB97M-V/def2-TZVPD

The spin multiplicity is 1. Its energy relative to the best compared isomer or geometry (same formula, charge and spin) is 118.3 kcal per mole. For the HOMO energy, the calculation gives -6.84 eV. For the orbital gap, the calculation gives 0.0915 hartree. The calculation puts the LUMO energy at -4.35 eV.

Cartesian coordinates (Å):
O1 -1.123 -1.570 0.572
C1 -0.458 -0.801 1.130
Co1 0.451 0.428 1.973
C2 -0.264 0.379 3.581
O2 -0.813 0.403 4.600
C3 2.107 -0.105 2.047
O3 3.194 -0.501 2.100
C4 0.161 2.154 0.961
C5 -1.173 2.548 1.266
C6 -2.368 1.930 1.028
C7 -3.540 2.033 1.863
C8 -4.672 1.245 1.536
C9 -5.863 1.384 2.232
C10 -5.930 2.289 3.309
C11 -4.802 3.028 3.691
C12 -3.608 2.887 2.984
Co2 0.081 3.416 2.210
C13 1.785 3.298 2.662
O4 2.903 3.233 2.939
C14 -0.020 4.949 1.351
O5 0.018 5.950 0.779
C15 -0.456 3.883 3.885
O6 -0.572 4.307 4.955
H1 0.643 2.280 -0.021
H2 -2.424 1.233 0.177
H3 -4.567 0.538 0.713
H4 -6.736 0.790 1.959
H5 -6.863 2.402 3.866
H6 -4.838 3.713 4.541
H7 -2.716 3.440 3.272
H8 -0.884 -2.062 5.881
B1 -0.602 -2.910 6.759
H9 -1.002 -4.023 6.419
H10 0.619 -2.945 6.910
H11 -1.132 -2.597 7.826

2.
Formula: C32H29Br2N5O10
Source: the OMol25 dataset
Level of theory: ωB97M-V/def2-TZVPD

The spin multiplicity is 1. Its energy relative to the best compared isomer or geometry (same formula, charge and spin) is 349.8 kcal per mole. For the HOMO energy, the calculation gives -8.60 eV. For the orbital gap, the calculation gives 0.2367 hartree. The calculation puts the LUMO energy at -2.16 eV.

Cartesian coordinates (Å):
Br1 -11.453 -28.626 2.848
C1 -10.232 -27.023 2.986
C2 -8.840 -27.371 2.676
Br2 -8.191 -28.671 4.010
H1 -10.307 -26.572 3.976
H2 -10.565 -26.266 2.276
H3 -8.124 -26.550 2.633
H4 -8.866 -27.841 1.693
C3 -12.089 -25.912 1.506
C4 -13.068 -24.945 1.063
C5 -13.947 -25.272 0.128
C6 -13.846 -26.563 -0.562
C7 -12.862 -27.489 -0.115
C8 -11.954 -27.167 0.899
N1 -14.662 -26.863 -1.736
O1 -15.436 -26.067 -2.287
O2 -14.502 -28.003 -2.229
H5 -11.311 -25.553 2.163
H6 -13.180 -23.942 1.448
H7 -14.618 -24.494 -0.205
H8 -12.704 -28.513 -0.421
H9 -11.133 -27.819 1.157
C9 -10.981 -23.388 -2.068
C10 -11.328 -24.281 -1.066
C11 -10.314 -24.878 -0.295
C12 -8.977 -24.560 -0.497
C13 -8.671 -23.570 -1.493
C14 -9.653 -23.003 -2.274
N2 -7.921 -25.290 0.235
O3 -8.262 -26.117 1.040
O4 -6.699 -25.041 0.027
H10 -11.848 -22.985 -2.570
H11 -12.356 -24.606 -1.008
H12 -10.531 -25.634 0.446
H13 -7.642 -23.283 -1.652
H14 -9.528 -22.332 -3.111
C15 -6.103 -28.741 2.350
C16 -4.740 -28.541 2.799
C17 -4.073 -27.381 2.317
C18 -4.649 -26.555 1.394
C19 -5.944 -26.862 0.963
C20 -6.686 -27.923 1.451
N3 -3.834 -25.451 0.723
O5 -4.343 -24.853 -0.216
O6 -2.764 -25.135 1.168
H15 -6.492 -29.703 2.648
H16 -4.295 -29.228 3.504
H17 -3.057 -27.246 2.657
H18 -6.453 -26.195 0.284
H19 -7.700 -28.072 1.111
C21 -10.738 -29.896 6.789
C22 -10.234 -29.722 5.546
C23 -10.544 -30.621 4.545
C24 -11.406 -31.724 4.850
C25 -11.932 -31.869 6.124
C26 -11.591 -30.911 7.091
N4 -11.779 -32.657 3.845
O7 -12.920 -33.262 3.893
O8 -10.982 -32.831 2.922
H20 -10.336 -29.093 7.389
H21 -9.634 -28.871 5.262
H22 -10.113 -30.472 3.566
H23 -12.552 -32.710 6.399
H24 -11.980 -30.982 8.096
C27 -5.688 -25.763 4.415
C28 -6.880 -25.881 5.090
C29 -8.016 -25.350 4.471
C30 -8.046 -24.657 3.249
C31 -6.828 -24.649 2.559
C32 -5.682 -25.147 3.144
N5 -9.256 -23.956 2.755
O9 -9.176 -23.226 1.810
O10 -10.353 -24.349 3.208
H25 -4.765 -26.174 4.795
H26 -6.993 -26.373 6.045
H27 -8.944 -25.483 5.006
H28 -6.774 -24.230 1.565
H29 -4.741 -25.132 2.613